DFT (ωB97M-V with the def2-TZVPD basis set) results for 2 unconnected molecules or ions with the total composition C2H5F2N in a non-equilibrium geometry.

Geometry as XYZ:
```
10
C2H5F2N ωB97M-V with the def2-TZVPD basis set
F -0.041 -1.297 1.447
F -0.543 0.868 -1.664
N 0.442 1.459 0.329
C -0.544 -1.328 0.187
C 0.428 0.560 -0.671
H -0.490 1.556 0.722
H -0.322 -2.288 -0.287
H 1.406 0.482 -1.090
H 1.291 1.307 0.895
H -1.628 -1.319 0.132
```

Output
- total charge = 0
- Kohn-Sham gap (eV) = 9.4
- HOMO level (eV) = -8.4
- E (eV) = -9077.092

Atomic partial charges in e from the Mulliken method, atoms 1 to 4: -0.261 -0.280 -0.376 -0.292



DFT (ωB97M-V with the def2-TZVPD basis set) results for 10 unconnected molecules or ions with the total composition C38H76NO9 in a non-equilibrium geometry.

Geometry as XYZ:
```
124
C38H76NO9 ωB97M-V with the def2-TZVPD basis set
O 7.055 -0.731 -0.045
O 1.753 2.880 5.973
O -5.553 0.773 -0.172
O -2.146 1.130 6.116
O 5.122 7.307 4.989
O -7.451 -3.593 -2.037
O 1.739 -2.560 -0.997
O 3.816 1.205 -10.723
O 0.371 -1.832 8.870
N -1.425 0.031 -0.808
C 0.678 -1.346 0.744
C 0.042 -3.763 0.163
C 2.935 -1.575 -5.799
C -1.747 2.875 0.946
C -1.514 -0.743 -2.005
C 6.715 1.438 -0.959
C 3.097 0.408 -11.275
C -2.193 1.244 -0.935
C 5.075 6.101 4.903
C -8.450 -4.269 -2.047
C 6.348 -0.010 -0.712
C 0.880 0.976 7.110
C -2.478 1.880 0.404
C 2.995 -0.727 -7.102
C 2.570 2.572 8.186
C -6.981 -1.099 0.151
C -2.168 2.273 5.713
C -5.633 -0.425 -0.025
C 2.869 -0.815 -4.478
C -1.943 3.436 6.652
C -1.834 -1.800 7.973
C -9.757 -3.745 -2.594
C -8.458 -5.681 -1.510
C 3.419 -0.124 -12.654
C 1.733 2.206 6.979
C 1.568 -0.026 -4.267
C -0.617 -2.462 8.568
C 3.776 5.340 4.909
C 5.067 -0.485 -1.342
C 3.318 0.762 -6.956
C -0.823 -0.150 -3.281
C -4.433 -1.334 -0.006
C 0.914 -2.559 -0.109
C -2.404 2.610 4.269
C 1.831 -0.114 -10.638
C -0.686 -3.960 8.762
C 6.334 5.272 4.786
C 0.557 -0.802 -3.433
H 3.731 1.138 -7.895
H 0.430 -1.817 -3.827
H 2.423 1.358 -6.774
H 7.205 5.924 4.793
H -2.546 1.703 3.686
H 6.318 4.695 3.859
H 4.347 0.319 -13.009
H 0.173 1.095 7.932
H 1.887 -1.199 -10.537
H 0.185 -4.106 1.190
H 1.351 -0.550 0.437
H 1.798 0.895 -3.721
H 0.940 -0.860 -2.414
H -8.751 -6.380 -2.295
H 0.840 -1.590 1.799
H -1.673 -0.730 7.866
H 5.928 2.092 -0.581
H -2.575 -0.974 -2.292
H -1.551 3.152 3.859
H -2.195 3.751 1.411
H -1.071 4.006 6.326
H 4.218 0.099 -0.983
H -7.014 -1.622 1.110
H 6.398 4.568 5.618
H -1.006 -3.488 0.035
H 6.816 1.620 -2.031
H -4.403 -1.869 0.948
H 0.297 -4.564 -0.529
H -1.782 3.069 7.664
H 3.254 1.757 8.427
H 2.941 6.031 4.995
H -1.013 -1.704 -1.812
H 0.246 -4.318 9.191
H 0.328 0.807 6.190
H -2.046 -2.220 6.988
H 5.121 -0.377 -2.427
H 2.072 -2.244 -5.852
H 4.899 -1.532 -1.102
H 1.702 0.332 -9.655
H -0.859 -4.452 7.803
H -4.529 -2.074 -0.804
H -10.524 -3.763 -1.817
H -1.701 2.029 -1.545
H -0.698 0.934 -3.211
H 3.524 -1.210 -12.621
H -2.704 -1.978 8.609
H -1.441 -0.378 -4.159
H -7.768 -0.347 0.123
H -3.315 1.451 0.957
H 3.669 4.760 3.991
H -7.142 -1.825 -0.647
H 0.974 0.139 -11.264
H 3.740 -0.167 -4.353
H 3.778 -1.165 -7.727
H -7.466 -5.938 -1.147
H 2.612 0.116 -13.347
H 1.139 0.308 -5.218
H 1.500 0.104 7.325
H 4.045 0.952 -6.169
H -3.197 1.040 -1.368
H 2.930 -1.551 -3.669
H -0.659 2.851 0.884
H 7.654 1.669 -0.461
H -3.487 -0.792 -0.137
H 3.140 3.477 7.983
H 3.745 4.640 5.745
H -9.621 -2.725 -2.946
H -9.178 -5.768 -0.694
H -2.809 4.100 6.641
H -0.350 -0.987 0.600
H 2.060 -0.866 -7.646
H -1.515 -4.213 9.425
H 1.925 2.737 9.051
H 3.813 -2.228 -5.786
H -3.291 3.239 4.170
H -10.098 -4.373 -3.419
```

Output
- total charge = -1
- Kohn-Sham gap (eV) = 4.3
- HOMO level (eV) = -2.3
- E (eV) = -60553.577

Atomic partial charges in e from the Mulliken method, atoms 1 to 4: -0.574 -0.510 -0.528 -0.511



DFT (ωB97M-V with the def2-TZVPD basis set) results for 2 unconnected molecules or ions with the total composition C4H7NO2.

Geometry as XYZ:
```
14
C4H7NO2 ωB97M-V with the def2-TZVPD basis set
O 1.207 0.011 1.011
O 0.323 -1.622 -0.089
N -1.652 -2.027 1.142
C 0.284 1.611 -1.763
C 1.402 -0.816 0.001
C -0.056 -0.199 1.669
C -0.607 -1.374 0.924
H 0.131 -0.408 2.724
H -0.678 0.694 1.567
H -1.758 -2.785 0.467
H 1.027 0.806 -1.705
H 0.067 1.821 -2.813
H 0.695 2.504 -1.285
H -0.639 1.313 -1.255
```

Output
- total charge = 0
- Kohn-Sham gap (eV) = 10.7
- HOMO level (eV) = -9.9
- E (eV) = -9844.273

Atomic partial charges in e from the Mulliken method, atoms 1 to 4: -0.141 -0.176 -0.632 -0.909



DFT (ωB97M-V with the def2-TZVPD basis set) results for a molecular structure, C30H25KN6S2SbSe4Si.

Geometry as XYZ:
```
70
C30H25KN6S2SbSe4Si ωB97M-V with the def2-TZVPD basis set
Sb -2.872 3.014 -0.146
Se -4.904 2.846 -1.388
Se -2.809 3.671 2.160
Se -2.075 0.374 0.460
Se -0.954 3.825 -1.440
K 0.529 1.751 0.222
S 5.833 -0.268 5.808
S -0.032 1.914 -6.770
Si -2.494 -1.790 0.056
N -0.305 -0.127 -2.698
N 5.976 -0.211 4.201
N 2.665 0.180 0.674
N 4.233 -0.107 5.952
N 0.732 0.328 2.606
N -0.031 -1.768 -9.492
C 0.982 -0.905 -9.480
C 1.998 0.177 3.016
C -5.486 -1.989 -3.535
C 4.398 -0.033 2.308
C 5.357 -0.102 1.300
C -5.962 -1.847 -2.238
C -4.123 -2.139 -3.754
C -3.701 -1.996 -1.364
C 4.750 -0.101 3.722
C -5.077 -1.852 -1.169
C -0.226 0.404 3.519
C 0.897 0.285 -4.732
C -3.243 -2.141 -2.679
C 3.590 0.110 -0.271
C -0.901 -2.674 -0.342
C 0.756 -0.309 -3.494
C -1.270 0.678 -3.133
C -3.198 -2.550 1.612
C -1.227 1.319 -4.371
C 0.028 0.320 4.893
C -1.050 -1.507 -8.668
C 1.033 0.219 -8.667
C 2.341 0.097 4.365
C 3.053 0.102 1.958
C 4.952 -0.034 -0.012
C -0.132 1.112 -5.183
C -1.103 -0.408 -7.829
C 3.747 -0.041 4.723
C 1.324 0.166 5.319
C -0.033 0.478 -7.819
H -3.989 -1.922 2.028
H 1.579 0.106 6.370
H -1.957 -0.245 -7.184
H -1.057 -3.752 -0.460
H 1.807 -1.125 -10.150
H 5.660 -0.084 -0.828
H -2.125 0.810 -2.478
H -2.395 -2.619 2.352
H -3.594 -3.557 1.442
H 1.888 0.882 -8.692
H 3.233 0.170 -1.295
H -3.744 -2.245 -4.764
H -2.180 -2.241 -2.869
H 1.773 0.104 -5.342
H -5.465 -1.717 -0.165
H -0.204 -2.507 0.485
H -2.036 1.976 -4.663
H 6.400 -0.208 1.570
H -1.228 0.550 3.126
H -0.794 0.391 5.592
H -7.022 -1.713 -2.061
H -6.174 -1.966 -4.371
H -1.872 -2.214 -8.685
H 1.529 -0.973 -3.118
H -0.450 -2.266 -1.247
```

Output
- total charge = -1
- Kohn-Sham gap (eV) = 5.0
- HOMO level (eV) = -4.2
- E (eV) = -354259.444

Atomic partial charges in e from the Mulliken method, atoms 1 to 4: 0.814 -0.629 -0.626 -0.533



DFT (ωB97M-V with the def2-TZVPD basis set) results for C2H2N4O in the gas phase in a non-equilibrium geometry.

Geometry as XYZ:
```
9
C2H2N4O ωB97M-V with the def2-TZVPD basis set
O -0.576 0.084 1.559
N 0.144 1.368 -0.288
N -0.711 -1.350 0.933
N 1.149 -0.287 -1.859
N -0.441 1.256 0.782
C 0.566 0.107 -0.791
C -0.202 -1.100 -0.209
H 1.388 0.449 -2.651
H 0.056 -2.076 -0.804
```

Output
- total charge = 0
- Kohn-Sham gap (eV) = 9.3
- HOMO level (eV) = -10.3
- E (eV) = -10107.986

Atomic partial charges in e from the Mulliken method, atoms 1 to 4: -0.181 -0.202 -0.233 -0.497



DFT (ωB97M-V with the def2-TZVPD basis set) results for 7 unconnected molecules or ions with the total composition C31H67ClN4O9PS2 in a non-equilibrium geometry.

Geometry as XYZ:
```
115
C31H67ClN4O9PS2 ωB97M-V with the def2-TZVPD basis set
Cl -4.304 3.891 2.764
S -0.375 -2.810 1.243
S -2.659 -3.468 2.818
P -1.633 4.397 -0.157
O 1.355 -6.987 -4.476
O -1.499 -0.231 4.101
O -2.861 4.999 -0.944
O 2.735 6.109 0.659
O 2.922 -0.110 5.894
O 1.456 -3.502 -6.849
O -1.794 4.791 1.354
O -1.947 -3.583 -4.074
O -0.357 4.759 -0.739
N -1.874 2.615 0.003
N -0.202 2.193 -2.135
N -2.958 -2.755 0.300
N -4.758 -1.928 -0.687
C 3.895 6.765 1.178
C -2.753 2.286 1.225
C 4.576 0.286 7.647
C 3.612 8.206 1.553
C 1.727 2.283 -0.699
C -2.497 1.955 -1.198
C -1.601 1.914 -2.436
C -4.166 -2.110 0.449
C 2.009 -7.811 -2.272
C -5.265 1.910 1.251
C -2.444 -2.937 -6.376
C 1.389 2.732 3.934
C 4.047 -0.656 6.582
C -2.834 -3.004 -1.048
C -3.930 -2.488 -1.635
C 0.624 0.102 -1.059
C 0.354 1.631 -0.909
C -0.371 -0.689 6.212
C -2.092 -3.033 1.367
C 0.935 -7.164 -3.125
C -1.644 -0.240 5.523
C -0.492 2.027 0.311
C 2.567 3.138 1.586
C 2.443 -4.209 -6.095
C 1.916 2.921 2.871
C 2.811 -3.462 -4.826
C -0.509 -0.887 -0.803
C -1.377 -3.157 -5.322
C 2.368 1.916 0.652
C 0.028 -2.291 -0.444
C -4.148 2.935 1.254
H 5.421 -0.156 8.176
H 2.207 4.043 1.111
H 4.199 6.194 2.055
H 3.330 -4.371 -6.716
H -0.643 1.220 1.017
H 0.021 -7.767 -3.103
H 2.369 1.922 -1.504
H 1.921 -3.308 -4.211
H 1.645 3.357 -0.833
H 1.766 1.185 1.187
H -2.830 1.204 1.276
H 0.915 -0.043 -2.099
H 3.794 0.519 8.369
H 1.820 -2.644 -7.087
H -2.410 -4.412 -4.233
H -6.204 2.392 1.495
H 3.315 1.419 0.469
H -0.487 -0.675 7.296
H 1.678 -7.920 -1.239
H 3.632 3.273 1.763
H -0.652 -3.896 -5.659
H -2.187 2.600 2.094
H 4.906 1.227 7.201
H -2.992 -3.861 -6.569
H -5.367 1.493 0.252
H -0.841 -2.230 -5.118
H -1.125 -0.998 -1.693
H 2.014 -5.176 -5.849
H 0.019 2.814 0.856
H 3.704 -1.587 7.030
H 2.453 6.588 -0.126
H 0.960 2.473 4.869
H 0.383 1.936 -2.916
H -3.499 4.391 -1.330
H 3.228 -2.478 -5.060
H -0.106 -1.704 5.906
H 1.114 -2.266 -0.460
H 3.204 0.710 5.476
H 2.813 8.255 2.292
H -2.000 -2.600 -7.313
H -4.133 -2.494 -2.690
H 1.561 -7.854 -4.838
H -1.994 -3.490 -1.496
H -1.966 5.743 1.419
H 1.486 -0.192 -0.463
H 4.501 8.685 1.965
H 0.695 -6.169 -2.751
H 0.463 -0.045 5.942
H -2.748 0.945 -0.886
H -4.536 -1.791 1.403
H 2.919 -7.209 -2.287
H -1.901 0.779 5.811
H -3.440 2.430 -1.451
H 2.263 -8.801 -2.656
H -1.940 2.693 -3.118
H 3.290 8.776 0.679
H 3.547 -4.017 -4.243
H -1.177 -0.586 0.000
H -3.168 -2.191 -6.042
H -2.481 -0.892 5.797
H -5.062 1.109 1.949
H 4.702 6.715 0.440
H 4.835 -0.896 5.861
H -0.287 -3.060 -1.135
H -4.322 3.608 0.423
H -1.284 -1.130 3.829
H -1.736 0.964 -2.957
```

Output
- total charge = +1
- Kohn-Sham gap (eV) = 8.5
- HOMO level (eV) = -11.2
- E (eV) = -101095.698

Atomic partial charges in e from the Mulliken method, atoms 1 to 4: -0.148 -0.110 -0.112 1.020



DFT (ωB97M-V with the def2-TZVPD basis set) results for a molecular structure, C17H12Br2IrN4O4SbSe4.

Geometry as XYZ:
```
45
C17H12Br2IrN4O4SbSe4 ωB97M-V with the def2-TZVPD basis set
Ir -0.337 -1.366 -0.411
Sb -3.670 0.622 0.889
Br -0.176 -1.144 6.243
Br 6.085 -0.866 1.429
Se -4.961 -0.749 2.467
Se -2.760 -1.193 -0.792
Se -4.873 2.173 -0.540
Se -1.821 1.724 2.118
O -0.359 -3.415 -0.160
O -0.268 0.643 -0.709
O 1.333 -3.868 -1.585
O -0.065 -1.196 -2.447
N -0.375 0.883 -2.010
N -0.259 -0.001 -2.897
N -0.394 -1.433 1.622
N 1.706 -1.358 0.046
C 0.376 -4.177 -0.885
C 4.018 -1.309 -0.477
C 0.787 -1.220 2.237
C -1.582 4.349 -1.782
C -1.255 3.048 -1.424
C 1.967 -1.173 1.346
C 3.274 -1.014 1.792
C -0.281 -1.285 4.356
C -0.403 2.681 -3.669
C -1.319 4.820 -3.058
C -0.673 2.237 -2.380
C -0.728 3.984 -4.000
C 0.878 -1.127 3.609
C 2.693 -1.446 -0.844
C -1.480 -1.525 3.741
C -1.491 -1.594 2.352
C 4.288 -1.078 0.860
H 1.822 -0.943 4.099
H -1.464 2.670 -0.426
H -2.415 -1.789 1.821
H -2.077 4.974 -1.050
H 3.492 -0.848 2.835
H -1.588 5.834 -3.329
H 0.040 2.009 -4.390
H 2.380 -1.652 -1.860
H 0.080 -5.240 -0.789
H 4.806 -1.384 -1.211
H -0.528 4.345 -5.002
H -2.423 -1.604 4.263
```

Output
- total charge = -2
- Kohn-Sham gap (eV) = 4.4
- HOMO level (eV) = -1.1
- E (eV) = -442823.469

Atomic partial charges in e from the Mulliken method, atoms 1 to 4: 2.216 0.850 -0.243 -0.222